Molecular formula: C5H9NOS
Method: DFT, the ωB97M-V functional and the def2-TZVPD basis

Summary:
Multiplicity   1
Orbital gap   7.9296 eV
Total charge   0
Highest occupied orbital energy   -0.274 Eh

Last columns: bonded neighbours and bond lengths (Å).
CARTESIAN COORDINATES (ANGSTROEM)
1 C -1.223 0.078 0.572  C3 1.532, N6 1.415, O7 1.376, H9 1.155
2 C -0.163 1.915 -0.377  O7 1.424, S8 1.766, H10 1.152
3 C -2.164 -0.178 -0.609  C1 1.532, H11 1.157, H12 1.138, H13 1.152
4 C 2.056 -1.612 0.026  C5 1.468, H14 1.063, H15 1.051, H16 1.037
5 C 1.010 -0.593 0.176  C4 1.468, N6 1.224, S8 2.088
6 N -0.114 -0.801 0.614  C1 1.415, C5 1.224
7 O -0.950 1.420 0.703  C1 1.376, C2 1.424
8 S 1.516 1.372 -0.314  C2 1.766, C5 2.088, H17 1.544
9 H -1.770 -0.129 1.567  C1 1.155
10 H -0.278 3.059 -0.443  C2 1.152
11 H -2.845 0.750 -0.727  C3 1.157
12 H -2.854 -1.083 -0.589  C3 1.138
13 H -1.459 -0.202 -1.519  C3 1.152
14 H 1.639 -2.523 0.383  C4 1.063
15 H 2.321 -1.556 -0.990  C4 1.051
16 H 2.868 -1.285 0.583  C4 1.037
17 H 2.409 1.368 0.946  S8 1.544

Molecular formula: C5H9NS
Method: DFT, the ωB97M-V functional and the def2-TZVPD basis

Summary:
Multiplicity   1
Orbital gap (spin up / spin down)   7.1272 / 7.1264 eV
Total charge   0
Highest occupied orbital energy (spin up / spin down)   -0.244 / -0.244 Eh

Last columns: bonded neighbours and bond lengths (Å).
CARTESIAN COORDINATES (ANGSTROEM)
1 C 1.798 -0.362 1.907  S7 1.592, H8 1.017
2 C 0.568 0.906 0.129  C5 1.432, N6 1.182
3 C 0.029 -1.056 -1.013  C5 1.496, H9 1.096, H10 1.104, H11 1.101
4 C -1.757 0.538 -0.346  C5 1.522, H12 1.093, H13 1.092, H14 1.092
5 C -0.437 -0.110 0.047  C2 1.432, C3 1.496, C4 1.522, H15 1.232
6 N 1.273 1.816 -0.142  C2 1.182, H16 0.954
7 S 0.906 -1.469 2.623  C1 1.592
8 H 2.809 -0.473 1.912  C1 1.017
9 H 0.216 -0.566 -1.975  C3 1.096
10 H -0.806 -1.736 -1.256  C3 1.104
11 H 0.986 -1.554 -0.793  C3 1.101
12 H -1.577 1.380 -1.021  C4 1.093
13 H -2.194 1.042 0.518  C4 1.092
14 H -2.484 -0.111 -0.837  C4 1.092
15 H -0.619 -0.644 1.143  C5 1.232
16 H 1.291 2.399 -0.897  N6 0.954

Molecular formula: C5H9NS
Method: DFT, the ωB97M-V functional and the def2-TZVPD basis

Summary:
Multiplicity   1
Orbital gap   8.4748 eV
SMILES string   C/C=C\NC(C)=S
Total charge   0
Highest occupied orbital energy   -0.303 Eh

Last columns: bonded neighbours and bond lengths (Å).
CARTESIAN COORDINATES (ANGSTROEM)
1 C -3.226 0.518 0.155  C2 1.513, H8 1.131, H9 1.092, H10 1.121
2 C -2.416 -0.755 0.049  C1 1.513, C3 1.377, H11 1.095
3 C -1.060 -0.851 -0.165  C2 1.377, N4 1.355, H12 1.081
4 N -0.223 0.198 -0.347  C3 1.355, C5 1.436, H13 1.039
5 C 1.154 0.376 0.021  N4 1.436, C6 1.491, S7 1.683
6 C 1.516 1.822 0.051  C5 1.491, H14 1.057, H15 1.094, H16 1.058
7 S 2.229 -0.918 0.100  C5 1.683
8 H -3.663 0.542 1.197  C1 1.131
9 H -4.089 0.587 -0.511  C1 1.092
10 H -2.547 1.396 0.000  C1 1.121
11 H -2.960 -1.690 0.224  C2 1.095
12 H -0.668 -1.847 -0.319  C3 1.081
13 H -0.724 1.086 -0.548  N4 1.039
14 H 2.549 1.951 0.235  C6 1.057
15 H 1.203 2.251 -0.906  C6 1.094
16 H 0.989 2.372 0.785  C6 1.058

| no. | molar mass (g mol⁻¹) |
| --- | --- |
| 1 | 131.2 |
| 2 | 115.2 |
| 3 | 115.2 |